Here is a structure of composition C20H52F6NiO10P at a distorted geometry from OMol25. Energies are from ωB97M-V/def2-TZVPD.

Calculated values
HOMO level (alpha / beta) in eV: -11.104 / -11.104
2S+1: 3
Lowest unoccupied orbital energy (alpha / beta) in eV: -3.946 / -5.661
Charge: +1

Structure (XYZ):
```
90
C20H52F6NiO10P, DFT ωB97M-V/def2-TZVPD
H 0.06 -3.01 6.56
C -4.76 -3.51 -0.62
O -1.10 -1.73 -3.77
H 0.95 -1.16 3.38
H 3.96 4.07 -1.15
F 0.39 -0.62 1.15
O -4.45 -2.42 0.19
H -1.66 2.06 3.50
F 0.23 1.25 -0.18
H -3.07 -3.54 -2.05
C -2.95 4.02 2.38
H -0.97 -1.18 -3.00
F -0.47 -0.83 -0.98
C -4.44 -4.42 -4.12
C 3.72 -0.63 -4.11
P 0.89 -0.32 -0.32
H -2.81 1.34 2.36
H -3.35 -4.48 -4.26
O -1.51 5.85 2.88
O 1.28 -2.07 5.20
C 0.20 -4.10 4.63
C -0.69 6.48 3.85
C 4.75 -0.17 -3.10
H -3.82 3.47 2.75
H 5.71 -0.09 -3.64
H -1.03 1.38 2.02
F 1.42 0.18 -1.77
C -0.20 -3.05 3.57
H -1.28 -2.95 3.57
O 0.85 2.45 -2.98
H -4.75 -3.48 -4.59
O 4.05 -1.98 -4.33
H 4.66 2.51 -0.79
H 0.99 -4.73 4.22
H -1.86 4.30 4.20
O 2.60 2.55 -0.80
H -0.10 5.76 4.41
C -0.08 1.72 -3.85
C 4.36 -2.53 -3.04
H -0.64 -4.69 5.01
H -4.43 -2.49 -2.45
H -3.24 5.39 3.96
H -0.71 2.42 -4.40
H 1.71 2.47 -3.40
C 3.87 3.20 -0.51
H 4.13 -1.20 -1.32
H 2.17 4.18 1.55
O -2.01 3.17 1.76
C 0.79 -3.28 5.78
H 1.00 -1.89 -4.10
C 1.12 4.18 1.81
H 5.83 -1.49 -1.75
H -0.74 1.14 -3.22
O 0.31 3.70 0.70
O -4.78 -4.48 -2.76
C -1.88 1.90 2.43
H -0.42 -1.15 4.56
H -1.29 7.05 4.57
C -2.39 4.92 3.46
H -5.84 -3.55 -0.76
F 2.31 0.21 0.32
H 1.02 3.46 2.63
H 0.31 -3.22 -3.23
H 3.48 -3.05 -2.65
H -2.81 -1.42 1.02
H -0.09 7.21 3.31
H 0.46 1.08 -4.54
H -2.47 -2.29 -0.50
Ni 0.63 2.98 -1.09
H 0.16 -3.33 2.58
C 4.82 -1.37 -2.14
C -3.06 -2.29 0.42
F 1.49 -1.77 -0.48
C 0.07 -2.48 -4.00
H -0.59 3.54 1.11
H 0.80 5.17 2.13
H 2.64 1.64 -0.44
H 3.66 -0.08 -5.05
H -4.48 -4.45 -0.12
H 5.15 -3.27 -3.18
H -4.90 -5.28 -4.61
H -0.02 -2.98 -4.96
H -2.70 -3.16 0.99
H 2.71 -0.57 -3.66
H 1.62 -3.80 6.25
H -3.40 4.65 1.61
C 0.40 -1.74 4.12
H 4.69 0.82 -2.65
H 3.98 3.37 0.55
C -4.16 -3.47 -2.02
```

---

Here is the molecule CH10P6 at a distorted geometry from OMol25. Energies are from ωB97M-V/def2-TZVPD.

Calculated values
HOMO level in eV: -7.800
Energy relative to the best compared isomer or geometry (same formula, charge and spin) in kcal/mol: 19.3
SMILES: CP([PH]#[PH2])P(P)#[PH2]
Lowest unoccupied orbital energy in eV: 0.333

Structure (XYZ):
```
17
CH10P6, DFT ωB97M-V/def2-TZVPD
H -1.29 -1.96 0.40
P -3.58 -0.33 0.52
H -0.03 2.25 -0.88
P 1.82 -2.22 0.05
C -0.68 2.22 0.05
H 3.21 1.85 0.40
P -0.23 0.19 0.80
H 1.06 -2.63 -0.95
P 1.49 -0.12 -0.46
H -4.34 0.31 -0.49
H -0.42 2.84 0.93
P 3.24 0.45 0.84
H -4.13 -1.49 -0.03
H 4.24 -0.16 0.04
P -1.66 -0.97 -0.36
H -1.64 2.06 -0.11
H 2.95 -2.28 -0.75
```

---

Here is the molecule C2HClF2 at a distorted geometry from OMol25. Energies are from ωB97M-V/def2-TZVPD.

Calculated values
HOMO level in eV: -9.547
Energy relative to the best compared isomer or geometry (same formula, charge and spin) in kcal/mol: 13.2
SMILES: FC(F)=CCl
Lowest unoccupied orbital energy in eV: 0.846

Structure (XYZ):
```
6
C2HClF2, DFT ωB97M-V/def2-TZVPD
C -0.61 0.36 -0.06
H 0.58 -1.42 0.06
Cl 2.08 0.36 -0.03
C 0.50 -0.33 0.05
F -1.60 -0.53 -0.04
F -0.96 1.55 0.01
```

---

Record order is preserved below.
Molar mass: 656.28 207.94 98.48 g mol⁻¹